(1)
Computed, not measured: 2 unconnected molecules or ions with the total composition C7H14N in a non-equilibrium geometry, with ωB97M-V with the def2-TZVPD basis set.

Energy above the lowest of the compared OMol25 structures with the same formula, charge and spin = 2.887 eV
Calculated total energy = -329.5014 hartree
Orbital gap = 0.364 Eh
LUMO level = -4.7260 eV

```
! wB97M-V def2-TZVPD RIJCOSX def2/J DEFGRID3
* xyz 1 1
C -0.9523 -1.7571 -0.4206
C 0.1334 -1.5236 -1.2130
C -0.9055 -0.4700 0.3581
C 0.5086 -0.6320 -0.2353
C -1.6237 0.6597 -0.3116
C -1.0242 -0.6345 1.8452
C 1.7889 -0.3757 0.3670
N 1.0829 2.1259 -1.0936
H -1.6706 -2.5781 -0.2862
H 0.8317 -1.9369 -1.9742
H -2.5679 0.2916 -0.8015
H -0.9487 1.1065 -1.0616
H -1.7451 1.3840 0.4697
H -1.9381 -0.3323 2.3637
H -0.2597 0.0492 2.4432
H -0.8318 -1.7312 2.1024
H 1.7440 0.7794 0.4815
H 2.6875 -0.7598 -0.2496
H 1.6779 -0.7770 1.4535
H 1.6214 1.6626 -1.8183
H 1.8469 2.7328 -0.8060
H 0.5445 2.7164 -1.6128
*
```

=====

(2)
Computed, not measured: 2 unconnected molecules or ions with the total composition C7H14N2 in a non-equilibrium geometry, with ωB97M-V with the def2-TZVPD basis set.

Energy above the lowest of the compared OMol25 structures with the same formula, charge and spin = 0.375 eV
Calculated total energy = -384.6181 hartree
Orbital gap = 0.350 Eh
LUMO level = 0.8947 eV

```
! wB97M-V def2-TZVPD RIJCOSX def2/J DEFGRID3
* xyz 0 1
C 2.4708 -0.3653 1.0527
C 2.1969 1.1497 0.9334
C 1.2015 -1.1986 1.2522
H 2.9547 -0.7257 0.1486
H 3.2125 -0.5867 1.8210
H 1.1313 1.3233 0.8471
H 1.0690 -2.0369 0.5640
H 2.7325 1.6008 0.1127
H 2.6292 1.6645 1.7951
H 1.1182 -1.6248 2.2522
H 0.2888 -0.6253 1.0747
C -0.2638 -0.0164 -2.1369
C -3.1175 -0.7581 -0.1351
C -1.4193 -0.0166 -1.2026
C -1.9689 1.0441 -0.5576
N -2.1538 -1.1557 -0.9231
N -3.0479 0.5615 0.1505
H -3.8792 -1.4337 0.1877
H -3.7489 1.1420 0.5699
H -1.6101 2.0586 -0.6108
H 0.6407 0.3357 -1.6555
H -0.4188 0.6480 -2.9827
H -0.0178 -0.9843 -2.5575
*
```

=====

(3)
Computed, not measured: 2 unconnected molecules or ions with the total composition C7H14N2 in a non-equilibrium geometry, with ωB97M-V with the def2-TZVPD basis set.

Energy above the lowest of the compared OMol25 structures with the same formula, charge and spin = 1.630 eV
Calculated total energy = -384.5720 hartree
Orbital gap = 0.308 Eh
LUMO level = 0.5820 eV

```
! wB97M-V def2-TZVPD RIJCOSX def2/J DEFGRID3
* xyz 0 1
C 1.2761 -0.1744 1.6047
C 0.9723 -1.2946 0.6615
N 0.5800 1.1557 -1.3735
N 1.5428 -1.3550 -0.4717
H 0.7405 0.1534 -1.3816
H 1.1482 1.6219 -2.0658
H 1.5056 -2.2595 -0.9393
H 1.7760 0.6251 1.0641
H 1.8901 -0.5321 2.4290
H 0.3487 0.2102 2.0261
C -1.0216 2.9216 -1.8229
C -0.7617 1.5307 -1.3119
C 0.1374 -2.4475 1.2038
C -1.7536 0.6788 -1.0344
C -0.2110 -2.6224 2.4741
H 0.0847 -3.2943 0.5254
H -0.7301 3.0042 -2.8716
H -0.4250 3.6430 -1.2657
H -2.0755 3.1729 -1.7508
H -1.5345 -0.3175 -0.6889
H -2.7816 0.9910 -1.0605
H -0.1286 -1.8418 3.2128
H -0.5791 -3.5693 2.8371
*
```

=====

(4)
Computed, not measured: C7H14N2 in the gas phase in a non-equilibrium geometry, with ωB97M-V with the def2-TZVPD basis set.

Energy above the lowest of the compared OMol25 structures with the same formula, charge and spin = 5.341 eV
Calculated total energy = -384.4356 hartree
Orbital gap = 0.342 Eh
LUMO level = 1.0174 eV

```
! wB97M-V def2-TZVPD RIJCOSX def2/J DEFGRID3
* xyz 0 1
C 1.1991 0.9017 1.4484
C 0.1840 -0.1418 0.9741
C -1.2151 0.5525 0.8033
C -1.3375 0.1664 -0.6943
C -2.0580 -0.9076 -1.5112
C -0.9455 -1.2917 -0.5852
C 0.6236 -1.1271 -0.1489
H 2.3470 2.4487 0.6651
H 0.6606 2.3083 0.3665
H 0.6748 1.4336 2.4206
H 2.2128 0.5194 1.9305
H -0.0272 -0.8674 1.7734
H -1.1128 1.6304 0.8105
H -2.0226 0.1909 1.5574
H -0.6139 0.7280 -1.2177
H -1.9564 -0.8374 -2.5238
H -3.0987 -1.3317 -1.2008
H -1.5851 -1.7359 0.2426
H 0.8917 -2.1712 0.3369
H 1.8571 -1.1481 -1.6707
H 1.3019 0.4439 -1.4212
N 1.5087 1.8504 0.4011
N 1.6008 -0.4969 -0.9421
*
```